1.
C23H34F3N3OSb | ωB97M-V/def2-TZVPD

The HOMO energy comes out at -3.4 eV. The calculation puts the orbital gap at 5.9 eV. As for the net charge: -1. The calculation puts the largest force on an atom at 1.1 eV Å⁻¹. As for the multiplicity: 1. As for the total energy: -45605.6074 eV.

Cartesian coordinates (Å):
Sb1 -0.062205 -1.422341 0.767682
F1 -4.290380 0.830271 -3.100098
F2 -5.334914 -0.757356 -1.991055
F3 -4.544858 1.000215 -0.937844
O1 -3.083368 -1.644837 -0.881121
N1 1.974579 1.381719 3.454632
N2 -0.250305 -3.413679 -4.851415
N3 0.703134 7.168788 3.975765
C1 1.153387 1.305298 5.702970
C2 2.370563 1.755420 6.187076
C3 0.827633 -3.722849 -5.563895
C4 0.725691 -0.694231 -1.199868
C5 2.235769 1.195279 -0.266856
C6 1.286703 5.976906 3.859090
C7 2.130854 -0.104926 -1.080143
C8 0.739482 -1.794730 -2.265720
C9 -1.441088 -5.131061 -6.023308
C10 -0.617038 7.214207 3.812345
C11 -0.772318 4.871581 3.415935
C12 -4.282041 0.112834 -1.928689
C13 0.600550 4.804329 3.580860
C14 -0.309125 -5.439415 -6.759536
C15 -2.314176 -2.801696 -1.183501
C16 3.136535 1.812615 3.935941
C17 3.388975 2.015278 5.285580
C18 -1.232781 -3.107985 -0.163358
C19 -2.937222 -0.577726 -1.753290
C20 1.004941 1.133251 4.333317
C21 0.852433 -4.721266 -6.527261
C22 -1.357863 -4.111663 -5.085567
C23 -1.397441 6.102602 3.534207
H1 -0.582877 -2.041274 2.368627
H2 -1.869938 -2.752847 -2.176291
H3 -0.119979 -1.758435 -2.913744
H4 1.715040 -3.137921 -5.345154
H5 1.337783 1.424327 0.286077
H6 0.082228 0.116781 -1.549837
H7 3.084536 1.146358 0.406795
H8 0.071789 0.775624 3.909188
H9 1.125619 3.863342 3.496775
H10 -1.700271 -3.628084 0.670387
H11 0.849548 -0.195850 1.626713
H12 -2.271835 0.159961 -1.303861
H13 -1.343417 3.978294 3.197157
H14 3.905955 2.004444 3.194127
H15 2.362368 5.965960 3.997860
H16 1.759663 -4.928759 -7.078344
H17 -0.331470 -6.227744 -7.501594
H18 2.440844 0.141075 -2.098524
H19 0.330668 1.090652 6.371383
H20 -1.436566 -0.296174 0.741635
H21 1.339767 -2.538607 0.866261
H22 4.357263 2.366082 5.617410
H23 -3.026682 -3.629620 -1.217281
H24 2.435952 2.034332 -0.932394
H25 -2.220625 -3.837854 -4.486670
H26 -0.510645 -3.804472 -0.577193
H27 2.826511 -0.869183 -0.739866
H28 2.523060 1.900698 7.249449
H29 0.876572 -2.784791 -1.840295
H30 -2.605424 -0.868911 -2.746675
H31 -1.068130 8.196306 3.909829
H32 1.595025 -1.631983 -2.927901
H33 -2.467598 6.200827 3.412445
H34 -2.368813 -5.667375 -6.169387

Cartesian forces, eV/Å:
Sb 0.2 0.0 0.5
F -0.1 -0.3 0.6
F 0.8 0.8 0.0
F -0.1 -0.5 -0.5
O -0.3 0.0 -0.2
N 0.1 0.2 0.2
N -0.1 -0.1 -0.2
N 0.0 0.0 0.0
C 0.0 0.0 0.0
C 0.0 0.0 0.1
C 0.1 0.1 0.1
C 0.2 -0.1 -0.3
C 0.4 -0.1 -0.4
C 0.0 0.1 0.0
C -0.4 0.4 -0.1
C 0.5 0.6 0.2
C 0.0 0.0 0.0
C 0.0 0.1 0.0
C -0.1 -0.1 0.0
C -0.5 0.1 -0.2
C 0.0 0.0 0.0
C 0.0 0.0 0.0
C 0.4 -0.8 0.2
C 0.0 0.0 -0.1
C 0.0 0.0 0.0
C -0.5 0.2 0.0
C -0.5 0.1 0.5
C 0.0 -0.1 -0.2
C 0.0 0.0 0.0
C 0.0 0.0 0.1
C 0.0 0.0 0.0
H -0.1 0.0 0.0
H 0.0 0.4 -0.2
H -0.4 -0.3 0.0
H 0.0 0.0 0.0
H -0.1 -0.1 0.3
H -0.2 0.1 0.1
H 0.0 0.1 0.4
H 0.0 -0.1 0.0
H 0.0 0.0 0.0
H 0.0 0.1 0.4
H 0.1 -0.1 0.0
H 0.3 0.2 -0.2
H 0.0 0.0 0.0
H 0.0 0.0 0.0
H 0.0 -0.1 0.0
H 0.0 0.0 0.0
H 0.0 0.0 0.0
H 0.2 -0.1 -0.2
H 0.0 0.0 0.0
H -0.1 0.1 -0.1
H 0.1 -0.1 -0.2
H 0.0 0.0 0.0
H -0.2 -0.1 0.0
H -0.1 0.2 -0.1
H 0.0 0.0 0.0
H 0.1 -0.1 -0.2
H 0.1 -0.1 0.3
H 0.0 0.0 0.0
H -0.1 -0.2 0.0
H 0.2 -0.1 -0.1
H 0.0 0.0 0.0
H 0.1 0.0 -0.2
H 0.0 0.0 0.0
H 0.0 0.0 0.0


2.
C8H10N3O | ωB97M-V/def2-TZVPD

The HOMO energy comes out at -13.2 eV. The calculation puts the orbital gap at 9.4 eV. As for the net charge: +1. The calculation puts the largest force on an atom at 4.7 eV Å⁻¹. As for the multiplicity: 1. As for the relative energy (zero: lowest compared OMol25 entry of this formula, charge and spin): 446.9 kJ/mol. As for the total energy: -14964.6738 eV.

Cartesian coordinates (Å):
O1 1.110903 1.988245 -0.683789
N1 0.848284 -0.070282 0.742762
N2 2.877869 -0.957863 0.100524
N3 1.737696 0.843734 -0.331446
C1 2.863779 0.271519 -0.501313
C2 -2.590286 0.991028 0.656274
C3 -1.323508 0.728733 1.081500
C4 -3.101996 0.213632 -0.442398
C5 1.701892 -1.211482 0.925619
C6 -2.233850 -0.586981 -1.147049
C7 -0.911799 -0.707793 -0.864625
C8 -0.475899 -0.061222 0.306421
H1 1.267110 -2.163113 0.822093
H2 -1.008745 1.205380 1.904364
H3 -3.340535 1.544595 1.200419
H4 3.538499 0.724712 -1.228730
H5 0.142047 1.889222 -0.216577
H6 2.063365 -1.290578 1.971684
H7 -0.120247 -1.273160 -1.408066
H8 -4.098525 0.403396 -0.878046
H9 3.610935 -1.535943 0.085858
H10 -2.556980 -0.945782 -2.095475

Cartesian forces, eV/Å:
O -1.3 -0.6 1.0
N 2.2 2.2 -1.3
N -2.8 3.7 -1.0
N -3.2 -1.4 2.9
C -0.7 -0.7 -0.6
C -2.8 -2.3 -1.6
C -0.7 -0.7 -2.7
C 0.5 2.0 0.8
C 1.5 0.5 1.6
C -0.5 0.0 -1.7
C 2.1 -0.1 1.7
C -0.4 -0.6 -0.3
H -0.9 -1.2 -1.3
H 1.6 1.4 3.0
H 0.4 0.5 0.2
H 0.5 -0.5 0.5
H 2.6 0.1 -1.3
H -0.3 0.6 -0.2
H -1.2 0.4 0.0
H 0.5 -0.3 0.7
H 3.4 -2.5 -0.1
H -0.5 -0.7 -0.4


3.
C2H4N2 | ωB97M-V/def2-TZVPD

The HOMO energy comes out at -9.9 eV. The calculation puts the orbital gap at 10.5 eV. The calculation puts the largest force on an atom at 5.6 eV Å⁻¹. As for the multiplicity: 1. As for the relative energy (zero: lowest compared OMol25 entry of this formula, charge and spin): 204.6 kJ/mol. As for the total energy: -5116.8401 eV.

Cartesian coordinates (Å):
N1 0.363187 0.724474 0.470824
N2 2.502104 -0.269456 -0.327086
C1 -1.068574 -0.201897 -0.276762
C2 1.512006 0.189671 0.020313
H1 -1.048244 0.168119 -1.321610
H2 -0.524107 -1.132496 -0.237428
H3 -1.986684 -0.164346 0.216846
H4 0.250314 0.685929 1.454900

Cartesian forces, eV/Å:
N -3.1 -1.0 -2.4
N 1.0 -0.4 -0.6
C 5.4 1.3 -0.9
C -1.4 0.3 1.0
H -0.2 0.0 0.9
H -0.7 -0.6 0.0
H -1.0 0.5 1.1
H 0.1 -0.1 0.9


4.
C16H34NNbO2S | ωB97M-V/def2-TZVPD

The HOMO energy comes out at -6.7 eV. The calculation puts the orbital gap at 5.7 eV. The calculation puts the largest force on an atom at 6.8 eV Å⁻¹. As for the multiplicity: 1. As for the relative energy (zero: lowest compared OMol25 entry of this formula, charge and spin): 318.9 kJ/mol. As for the total energy: -35097.4641 eV.

Cartesian coordinates (Å):
Nb1 3.014402 2.312359 0.910001
S1 4.370854 3.068448 -1.088124
O1 4.416430 4.578773 -1.291156
O2 5.831297 2.576916 -1.034384
N1 -3.816114 -1.190465 -0.495628
C1 -1.316546 -0.861218 -1.292198
C2 4.440412 -0.067794 2.710057
C3 1.357962 0.114747 4.735334
C4 3.671020 2.353160 -2.694379
C5 -2.531683 -0.348759 -0.523555
C6 1.188252 3.459747 0.089626
C7 -0.531473 -1.985417 -0.627603
C8 2.000454 -0.490985 3.744357
C9 4.753975 0.993968 1.528956
C10 -3.641217 -2.682611 -0.236940
C11 -3.646523 -3.357393 -1.604880
C12 -4.585496 -1.147150 -1.813262
C13 -4.683300 -0.595520 0.612321
C14 -4.035355 -2.299809 -2.625400
C15 -0.141058 2.881923 0.267887
C16 3.050534 -0.882618 2.555593
H1 -1.548646 -1.115555 -2.327432
H2 2.576234 -0.847751 1.510173
H3 0.475821 -2.030717 -1.049636
H4 2.377946 0.868747 -0.054151
H5 -0.298344 1.840792 -0.232582
H6 4.316230 2.630546 -3.613151
H7 5.273417 0.445584 0.638345
H8 2.008899 1.897847 2.354023
H9 -4.511040 -3.025086 0.329236
H10 1.010342 0.660651 5.694890
H11 5.296698 -0.863904 2.684501
H12 -4.144085 -0.685168 1.556814
H13 -0.432770 -1.820909 0.450138
H14 -4.368223 -4.179845 -1.607605
H15 -2.826836 0.622743 -0.932032
H16 3.634307 3.774919 1.804150
H17 -2.241050 -0.180605 0.519042
H18 4.457081 0.375720 3.776155
H19 -4.464797 -0.167101 -2.280999
H20 -5.642017 -1.317364 -1.585932
H21 2.656327 2.912623 -2.845305
H22 -3.169445 -1.988874 -3.214260
H23 5.576379 1.713804 1.948777
H24 1.283146 4.473080 -0.459046
H25 -2.679586 -3.800074 -1.854598
H26 -2.759695 -2.852294 0.380137
H27 -0.986079 3.378536 0.887617
H28 -4.770758 -2.673197 -3.340933
H29 -0.973071 -2.967408 -0.793799
H30 -5.622737 -1.151134 0.664094
H31 3.301565 -2.006056 2.754803
H32 -0.626921 -0.012667 -1.361215
H33 3.531712 1.208466 -2.594719
H34 -4.876831 0.451348 0.367880

Cartesian forces, eV/Å:
Nb -1.2 0.1 2.1
S 4.9 2.3 -3.0
O -1.2 -2.4 0.3
O -3.1 0.0 0.1
N -0.8 0.3 0.6
C 0.2 -0.1 0.0
C 0.3 -0.5 0.0
C 3.9 -3.1 -4.6
C -1.0 0.3 -0.6
C 0.2 0.1 -0.2
C -2.6 -1.7 -2.2
C 0.2 -0.2 0.0
C -2.3 3.9 4.4
C 1.0 -1.0 -0.1
C -0.1 0.1 0.1
C 0.3 -0.8 0.0
C 0.2 0.1 0.1
C 0.3 -0.2 -0.5
C 0.1 0.2 -0.7
C 2.6 0.8 -0.3
C -0.6 -1.2 1.7
H -0.1 0.1 0.0
H 0.6 0.4 1.7
H -0.1 0.1 0.1
H -0.3 -0.3 -0.3
H 0.3 1.4 2.0
H -0.6 -0.4 1.8
H -0.9 0.9 1.6
H 0.3 0.0 0.1
H 0.1 0.3 0.0
H 0.6 -1.4 -2.4
H -1.5 1.3 0.1
H -0.1 0.1 -0.2
H 0.1 0.0 -0.1
H 0.1 0.1 0.1
H -0.2 -0.2 0.1
H -0.1 0.4 0.0
H -0.1 -0.2 -0.1
H -0.1 -0.4 -1.9
H 0.0 -0.1 0.2
H 0.2 0.1 0.1
H 1.6 -1.3 0.4
H -0.1 0.0 0.1
H -1.5 -0.9 -0.9
H -0.1 -0.8 2.3
H -0.1 0.1 0.1
H 0.0 0.1 -0.2
H 1.2 -0.6 -1.8
H 0.0 0.1 0.1
H 0.0 0.0 0.1
H 0.2 0.1 -0.1
H -0.6 1.9 -0.3
H -0.3 0.1 0.1
H 0.2 2.0 -0.1
H 0.1 -0.1 0.1


> Among the records above, which one has the highest largest force on an atom?

C16H34NNbO2S


> What is the largest force on an atom in the third record?

5.6 eV Å⁻¹


> Which of these has the lowest orbital gap?

C16H34NNbO2S